Here is a molecular structure, C32H82AsBF16N8O14S2 from OMol25. Energies are from ωB97M-V/def2-TZVPD.

The calculation puts the HOMO-LUMO gap at 3.459 eV. Its net charge is +4.

Atoms and positions in Å:
B: -0.09224 0.02051 -0.47553
F: -1.12141 0.68640 0.10385
F: 1.11917 0.35896 0.04129
F: -0.13914 -1.33844 -0.24143
F: -0.16924 0.23538 -1.82617
C: 1.44173 3.67457 -0.56145
N: 0.66854 4.04138 -1.88237
C: 0.82784 5.57235 -2.19445
C: 1.15932 3.16724 -3.02795
C: -0.85174 3.66832 -1.58831
C: -1.63628 4.64637 -0.65857
O: -1.23144 4.69432 0.68478
H: 0.94738 2.82993 -0.08155
H: 1.34417 4.51458 0.12627
H: 2.50967 3.59146 -0.76327
H: 0.21384 5.94642 -3.01370
H: 1.85922 5.86240 -2.39501
H: 0.48855 6.09365 -1.29933
H: 1.17383 2.17632 -2.57410
H: 2.07916 3.59620 -3.42540
H: 0.42071 3.45068 -3.77776
H: -0.85482 2.66290 -1.16734
H: -1.36098 3.81446 -2.54090
H: -2.67323 4.31897 -0.58339
H: -1.78089 5.67244 -0.99672
H: -1.15923 5.62521 0.90794
C: -0.95536 -5.95827 2.61083
N: -1.92364 -4.87409 2.06812
C: -2.11371 -3.68432 2.98895
C: -1.37897 -4.37053 0.66334
C: -3.31824 -5.47978 1.76154
C: -4.09849 -5.95918 3.07230
O: -4.51443 -4.82455 3.85409
H: -1.26037 -6.17712 3.63414
H: 0.03888 -5.52752 2.72947
H: -0.93784 -6.74831 1.86008
H: -2.95963 -3.11532 2.60324
H: -1.11995 -3.26527 2.83102
H: -2.20226 -4.01287 4.02447
H: -0.47368 -3.76649 0.72401
H: -2.20892 -3.76367 0.30142
H: -1.21548 -5.26933 0.06874
H: -3.22175 -6.32951 1.08570
H: -3.92504 -4.76121 1.21059
H: -3.50037 -6.51323 3.79574
H: -4.90423 -6.62514 2.76346
H: -5.29429 -4.43988 3.44734
C: 1.49105 6.14629 3.10423
N: 2.57450 5.42211 3.90151
C: 2.35033 5.64652 5.43286
C: 2.63207 3.85697 3.65762
C: 3.96942 6.00989 3.59461
C: 4.25433 6.28522 2.09766
O: 4.12996 5.11337 1.39526
H: 1.71227 6.24970 2.04194
H: 1.31230 7.17743 3.40901
H: 0.59043 5.58533 3.35384
H: 3.14290 5.15034 5.99299
H: 1.35984 5.26330 5.67817
H: 2.25305 6.70596 5.66996
H: 3.44705 3.37232 4.19524
H: 2.59197 3.55177 2.61199
H: 1.68457 3.48181 4.04441
H: 4.72493 5.43261 4.12757
H: 3.92984 6.97593 4.09788
H: 5.29708 6.59521 2.02932
H: 3.67419 7.12877 1.72352
H: 4.46068 5.41273 0.54520
C: 0.22740 -0.10749 -6.49363
C: -1.25573 0.36932 -6.37015
O: -2.06226 0.04464 -5.52642
N: -1.43915 1.48778 -7.38717
H: -0.58956 1.97973 -7.62437
H: -1.60530 1.03284 -8.27347
C: -2.60117 2.42597 -7.00665
H: 0.27619 -1.09897 -6.94384
H: 0.65903 -0.00132 -5.49838
H: 0.89839 0.43759 -7.15751
H: -3.43801 1.72772 -6.99066
H: -2.68108 3.27695 -7.68309
H: -2.44904 2.76978 -5.98354
C: -1.79008 -0.32508 5.73384
C: -1.83706 -0.15490 4.19808
O: -1.02498 -0.58010 3.37046
N: -2.98824 0.64154 3.65070
H: -3.67602 0.04587 3.21223
H: -3.53305 0.96449 4.43745
C: -2.56235 1.81022 2.70179
H: -1.18344 -1.19532 5.98437
H: -2.76778 -0.46295 6.19556
H: -1.35922 0.47740 6.33258
H: -1.56957 2.24816 2.80530
H: -3.45470 2.43577 2.72406
H: -2.61650 1.31573 1.73192
C: 3.31313 -4.46890 0.63948
C: 4.06491 -3.15901 1.02675
O: 4.96920 -2.72163 0.40794
N: 3.90514 -2.60471 2.42231
H: 3.77574 -3.38494 3.05048
H: 4.76609 -2.13373 2.66116
C: 2.74902 -1.54703 2.48202
H: 3.78785 -5.33236 1.10551
H: 3.44416 -4.65005 -0.42734
H: 2.23955 -4.39244 0.81174
H: 1.74902 -1.96766 2.37633
H: 2.84810 -0.79609 1.69819
H: 2.75448 -1.10117 3.47663
C: 6.24689 2.45387 0.96519
C: 5.28099 1.30428 1.05099
O: 4.56653 1.00223 1.98690
N: 5.49239 0.40264 -0.10950
H: 6.25598 0.78769 -0.64686
H: 5.86071 -0.43554 0.31699
C: 4.20304 0.18048 -0.93815
H: 6.22931 3.09684 1.84517
H: 6.13130 3.06030 0.06687
H: 7.27645 2.09601 0.95952
H: 4.46684 -0.10679 -1.95597
H: 3.66085 1.11114 -1.10553
H: 3.48167 -0.46426 -0.43610
C: -1.26664 -2.17551 -3.54510
C: -2.67870 -1.87430 -3.09633
O: -3.68453 -2.28967 -3.71052
N: -2.76018 -1.13129 -1.75745
H: -3.19311 -1.60353 -0.97666
H: -1.83636 -0.85609 -1.45591
C: -3.64658 0.13262 -1.90579
H: -0.67383 -1.28202 -3.74097
H: -1.32007 -2.85390 -4.39659
H: -0.78660 -2.78691 -2.78100
H: -4.63299 -0.32971 -1.94282
H: -3.24256 0.69927 -2.74471
H: -3.46997 0.69477 -0.98879
C: -6.72023 -1.17571 0.25404
F: -6.86650 -2.01098 -0.68039
F: -6.42967 -0.01900 -0.30774
F: -7.88373 -1.10709 0.96380
S: -5.28402 -1.81213 1.31631
O: -4.14570 -2.21172 0.52687
O: -4.89925 -0.62830 2.14241
O: -5.68315 -2.93295 2.12779
C: -1.68516 -6.06558 -3.22952
F: -0.88308 -5.24342 -2.53822
F: -2.29445 -5.37387 -4.23881
F: -1.00709 -7.08810 -3.76791
S: -3.07773 -6.85126 -2.07065
O: -3.86137 -5.71756 -1.60776
O: -3.88012 -7.85086 -2.82114
O: -2.33592 -7.39403 -0.88905
As: 2.80227 -2.80118 -3.89948
F: 3.85089 -2.38066 -5.27250
F: 2.77233 -0.99494 -3.64800
F: 1.77857 -3.10292 -2.50308
F: 2.84060 -4.57695 -4.33917
F: 4.27547 -2.91804 -2.90227
F: 1.43570 -2.56199 -5.03584